(1)
The following is a DFT calculation (ωB97M-V with the def2-TZVPD basis set) of a structure of composition C32H49BrF2N3O3S6SbSi3Tc at a distorted geometry.

CARTESIAN COORDINATES (ANGSTROEM)
Tc 1.041 -0.578 1.000
C -3.157 -5.048 0.573
C -3.798 -3.697 0.850
N -3.069 -2.575 0.255
C -3.652 -2.007 -0.952
C -3.556 -2.943 -2.146
C -1.939 -2.133 0.814
S -1.135 -0.827 0.024
N -1.615 -2.774 1.941
C -0.554 -2.548 2.691
O 0.412 -1.743 2.493
C -0.426 -3.366 3.932
C -1.298 -4.427 4.170
C -1.148 -5.204 5.305
C -0.136 -4.919 6.211
C 0.730 -3.861 5.979
C 0.594 -3.089 4.840
H -3.765 -5.837 1.013
H -2.163 -5.098 1.005
H -3.074 -5.241 -0.494
H -3.879 -3.522 1.925
H -4.803 -3.652 0.427
H -3.154 -1.062 -1.172
H -4.697 -1.772 -0.724
H -2.526 -3.259 -2.304
H -3.895 -2.431 -3.044
H -4.169 -3.831 -2.018
H -2.079 -4.635 3.457
H -1.818 -6.033 5.484
H -0.020 -5.527 7.096
H 1.519 -3.643 6.685
H 1.279 -2.280 4.635
Br 3.632 2.767 3.702
C 4.195 2.328 1.941
C 5.547 2.394 1.631
C 5.913 2.079 0.334
C 4.932 1.712 -0.580
C 3.621 1.643 -0.130
N 3.256 1.960 1.110
C 2.531 1.234 -1.084
O 2.549 1.659 -2.231
O 1.597 0.488 -0.632
H 6.271 2.679 2.379
H 6.951 2.124 0.037
H 5.158 1.480 -1.608
C -3.819 1.563 0.404
Si -2.936 3.025 -0.370
C -4.077 3.840 -1.620
C -2.410 4.201 0.991
Sb -0.740 2.314 -1.470
Si -1.044 1.033 -3.661
C 0.052 1.816 -4.958
C -0.544 -0.754 -3.439
C -2.863 1.156 -4.131
Si 0.432 4.558 -1.923
C -0.883 5.870 -2.232
C 1.366 4.914 -0.339
C 1.577 4.562 -3.398
H -4.460 1.937 1.202
H -3.125 0.854 0.838
H -4.447 1.046 -0.318
H -4.975 4.196 -1.115
H -4.383 3.126 -2.377
H -3.614 4.685 -2.117
H -3.289 4.653 1.452
H -1.766 5.002 0.642
H -1.868 3.648 1.755
H 1.042 2.013 -4.556
H -0.366 2.744 -5.338
H 0.161 1.124 -5.795
H 0.427 -0.831 -2.955
H -0.476 -1.211 -4.427
H -1.259 -1.315 -2.841
H -3.149 2.184 -4.336
H -3.504 0.782 -3.335
H -3.064 0.565 -5.025
H -1.561 6.015 -1.399
H -1.471 5.619 -3.110
H -0.392 6.823 -2.428
H 0.695 4.960 0.515
H 1.889 5.869 -0.420
H 2.099 4.140 -0.127
H 1.023 4.542 -4.332
H 2.288 3.744 -3.385
H 2.130 5.503 -3.357
F -0.666 0.934 2.705
C 0.596 1.030 2.223
F 0.647 2.209 1.576
H 1.274 1.072 3.089
C 6.463 -2.479 0.046
S 6.068 -3.086 1.705
C 4.417 -3.606 1.420
C 3.327 -2.812 1.402
S 3.329 -1.078 1.603
S 1.831 -3.629 1.017
C 2.463 -5.225 0.742
S 1.520 -6.489 0.291
S 4.161 -5.292 1.026
H 7.488 -2.120 0.075
H 5.801 -1.659 -0.215
H 6.389 -3.276 -0.690

The highest occupied orbital energy (alpha / beta) is -6.43 / -6.40 eV. Its strongest force on any atom is 2.2 eV/Å. The orbital gap (alpha / beta) is 0.2056 / 0.1668 Eh. The net charge is 0. The expectation value of S² is 3.789. The multiplicity is 4.



(2)
The following is a DFT calculation (ωB97M-V with the def2-TZVPD basis set) of a structure of composition C32H49ClLaNO3PS at a distorted geometry.

CARTESIAN COORDINATES (ANGSTROEM)
La 0.000 0.000 0.000
Cl -0.006 1.416 1.859
P -1.004 -0.892 -1.936
C 0.981 -1.523 0.234
H 2.027 -1.677 -0.051
H 0.523 -2.353 0.785
C -2.632 0.004 -1.972
C -1.357 -2.702 -1.673
C -3.485 -0.055 -3.249
H -3.166 -0.504 -1.157
C -4.844 0.621 -3.008
H -2.969 0.470 -4.063
H -3.633 -1.088 -3.574
C -4.670 2.074 -2.548
H -5.445 0.579 -3.925
H -5.392 0.058 -2.240
C -3.788 2.153 -1.296
H -4.204 2.654 -3.358
H -5.647 2.530 -2.352
C -2.435 1.467 -1.525
H -3.628 3.196 -1.002
H -4.291 1.656 -0.457
H -1.860 2.016 -2.282
H -1.862 1.508 -0.584
C -0.189 -0.795 -3.617
C -0.141 -3.585 -2.003
H -1.483 -2.711 -0.582
C -0.366 -5.008 -1.473
H 0.028 -3.630 -3.086
H 0.765 -3.155 -1.556
C -1.659 -5.606 -2.041
H 0.493 -5.640 -1.728
H -0.430 -4.975 -0.377
C -2.864 -4.709 -1.729
H -1.559 -5.714 -3.131
H -1.821 -6.612 -1.636
C -2.658 -3.280 -2.256
H -3.778 -5.134 -2.160
H -3.011 -4.665 -0.641
H -2.634 -3.296 -3.352
H -3.508 -2.658 -1.957
C 0.034 0.644 -4.119
H 0.800 -1.242 -3.429
C 0.901 0.658 -5.387
H -0.938 1.102 -4.339
H 0.510 1.254 -3.352
C 0.287 -0.199 -6.498
H 1.035 1.692 -5.728
H 1.900 0.273 -5.137
C 0.021 -1.623 -6.000
H -0.662 0.252 -6.821
H 0.945 -0.217 -7.375
C -0.856 -1.620 -4.739
H -0.464 -2.219 -6.782
H 0.977 -2.116 -5.771
H -1.832 -1.187 -4.980
H -1.034 -2.647 -4.416
C 1.254 1.829 -1.035
C 2.008 0.685 -1.202
H 0.434 2.028 -1.720
C 3.328 0.515 -0.494
H 1.832 0.046 -2.063
C 3.460 1.447 0.713
H 3.479 -0.530 -0.197
H 4.126 0.729 -1.223
C 3.155 2.887 0.289
H 2.752 1.137 1.490
H 4.471 1.374 1.130
C 1.717 3.024 -0.239
H 3.303 3.575 1.128
H 3.866 3.181 -0.495
H 1.025 3.205 0.589
H 1.644 3.894 -0.907
O 2.080 1.627 3.449
C 2.073 0.399 3.450
N 1.748 -0.412 2.308
S 1.612 -1.998 3.128
O 0.149 -2.449 2.979
O 2.515 -2.996 2.388
C 1.975 -1.576 4.765
C 1.927 -2.345 5.930
C 2.161 -1.701 7.155
C 2.435 -0.322 7.188
C 2.465 0.417 5.993
C 2.227 -0.243 4.779
H 1.681 -3.398 5.893
H 2.110 -2.261 8.081
H 2.596 0.179 8.134
H 2.637 1.486 6.022

The highest occupied orbital energy is -2.72 eV. Its strongest force on any atom is 11.9 eV/Å. The orbital gap is 0.1841 Eh. The net charge is -1.



(3)
The following is a DFT calculation (ωB97M-V with the def2-TZVPD basis set) of a structure of composition C32H49ClNO2PRuS2 at a distorted geometry.

CARTESIAN COORDINATES (ANGSTROEM)
Ru 0.894 0.292 1.604
P -0.090 0.763 -1.003
Cl 0.961 2.704 1.372
C -2.995 -0.854 0.244
H -2.888 -0.341 -0.717
H -2.925 -0.181 1.131
C 1.725 0.998 -1.369
C -0.961 2.425 -1.417
C 2.274 0.980 -2.801
H 1.911 1.989 -0.935
C 3.777 1.307 -2.733
H 2.129 -0.011 -3.259
H 1.754 1.706 -3.445
C 4.545 0.403 -1.771
H 4.202 1.236 -3.739
H 3.884 2.350 -2.408
C 3.905 0.287 -0.406
H 4.618 -0.598 -2.203
H 5.562 0.774 -1.651
C 2.423 -0.041 -0.516
H 4.375 -0.486 0.215
H 3.972 1.230 0.154
H 2.259 -1.042 -0.929
H 2.198 -0.061 0.594
C -0.703 -0.366 -2.516
C -2.449 2.296 -1.780
H -0.892 2.904 -0.425
C -3.140 3.670 -1.825
H -2.573 1.816 -2.761
H -2.958 1.657 -1.053
C -2.412 4.697 -2.713
H -4.177 3.556 -2.174
H -3.189 4.070 -0.800
C -0.901 4.744 -2.462
H -2.600 4.459 -3.770
H -2.841 5.693 -2.538
C -0.240 3.356 -2.411
H -0.418 5.351 -3.238
H -0.717 5.243 -1.501
H -0.249 2.920 -3.426
H 0.814 3.479 -2.125
C 0.022 -1.712 -2.605
H -1.741 -0.572 -2.217
C -0.742 -2.690 -3.512
H 1.034 -1.555 -3.004
H 0.143 -2.174 -1.623
C -0.997 -2.117 -4.909
H -0.171 -3.623 -3.589
H -1.700 -2.938 -3.035
C -1.537 -0.682 -4.884
H -0.066 -2.149 -5.489
H -1.705 -2.762 -5.439
C -0.757 0.240 -3.924
H -1.508 -0.261 -5.898
H -2.592 -0.699 -4.577
H 0.265 0.359 -4.308
H -1.215 1.236 -3.934
C -0.190 -1.495 1.057
C -2.482 -2.054 0.474
H 0.002 -1.852 -0.031
C -2.883 -2.907 1.606
H -1.946 -2.644 -0.320
C -2.189 -2.834 2.944
H -3.890 -2.630 1.775
H -2.958 -3.937 1.289
C -0.780 -3.359 2.870
H -2.152 -1.828 3.350
H -2.727 -3.426 3.698
C 0.198 -2.606 1.969
H -0.312 -3.394 3.855
H -0.793 -4.407 2.552
H 0.976 -2.146 2.564
H 0.721 -3.341 1.335
O 3.634 0.709 4.359
S 2.732 -0.413 4.345
O 3.174 -1.730 3.953
N 1.276 0.021 3.403
C 0.150 0.041 4.145
S -1.164 0.361 3.106
C 0.380 -0.241 5.542
C -0.560 -0.390 6.565
C -0.153 -0.784 7.831
C 1.203 -1.038 8.093
C 2.160 -0.905 7.060
C 1.735 -0.504 5.804
H -1.602 -0.182 6.311
H -0.887 -0.908 8.633
H 1.520 -1.345 9.084
H 3.209 -1.107 7.232

The highest occupied orbital energy (alpha / beta) is -2.16 / -4.89 eV. Its strongest force on any atom is 6.0 eV/Å. The orbital gap (alpha / beta) is 0.1678 / 0.2494 Eh. The net charge is -1. The expectation value of S² is 8.803. The multiplicity is 6.